Entry 1:
C4H5IN4 | ωB97M-V/def2-TZVPD

Summary:
Relative energy (zero: lowest compared OMol25 entry of this formula, charge and spin), eV: 3.6587
Spin multiplicity: 1
HOMO (alpha / beta), eV: -7.96 / -8.01

Element x y z (Å)
C: 1.7606 -0.5004 0.4449
C: 0.8978 0.5009 0.0062
C: 0.2615 -2.1800 0.0875
C: -0.8114 -1.1707 -0.4315
N: 1.3304 -1.7594 0.5967
N: -1.9613 -1.4570 -0.8141
N: -0.3817 0.2376 -0.2953
N: -1.3996 1.0742 -0.5227
I: -4.8344 0.2418 0.1138
H: 2.8047 -0.3049 0.7376
H: 1.3740 1.3745 -0.3004
H: -0.0289 -3.2323 0.0599
H: -2.3487 0.7540 -0.5418
H: -1.2825 2.0368 -0.3796

Entry 2:
C6H17NO3 | ωB97M-V/def2-TZVPD

Summary:
Relative energy (zero: lowest compared OMol25 entry of this formula, charge and spin), eV: 4.2695
Spin multiplicity: 1
HOMO, eV: -7.97

Element x y z (Å)
C: -1.5534 0.3233 -0.9947
C: -0.6639 -0.4604 1.0212
C: -1.1999 -0.8952 -1.7905
C: -2.9904 0.4876 -0.6022
N: -0.4349 -1.8918 1.0086
O: -0.9387 1.4597 -1.2070
H: 0.0746 1.2636 -1.1953
H: -0.7466 -2.3616 1.8501
H: 0.5397 -2.1165 0.8522
H: -1.7027 -0.2664 1.2673
H: -0.0856 0.1179 1.7625
H: -0.1651 -0.8661 -2.1220
H: -3.4194 -0.4499 -0.2518
H: -1.8607 -0.9225 -2.6650
H: -1.3590 -1.7971 -1.1979
H: -3.5424 0.8044 -1.4938
H: -3.0999 1.2633 0.1538
C: 2.2360 0.9768 0.0849
C: 2.9806 -0.0571 0.9271
O: 1.6782 2.0099 0.9265
O: 1.2022 0.4124 -0.6253
H: 2.3954 2.4406 1.4056
H: 0.2301 0.0291 0.1079
H: 2.9364 1.4440 -0.6264
H: 3.3700 -0.8462 0.2817
H: 3.8195 0.3945 1.4637
H: 2.2998 -0.4962 1.6588

Entry 3:
C22H35FeO3 | ωB97M-V/def2-TZVPD

Summary:
Spin multiplicity: 6
HOMO (alpha / beta), eV: -7.54 / -7.35

Element x y z (Å)
O: 0.3746 -2.5467 -0.7889
C: -0.0380 -1.9058 -2.0329
C: -0.8883 -3.0403 -2.6085
H: 0.8777 -1.7005 -2.6191
H: -0.5761 -0.9870 -1.7845
C: -0.6159 -3.5676 -1.0913
H: -0.2907 -3.3545 -3.5172
H: -1.9047 -2.6893 -2.8736
C: 0.2774 -4.7974 -0.8514
H: 1.2202 -4.6896 -1.4408
H: -0.3064 -5.7143 -1.0675
H: 0.6516 -4.7056 0.2082
C: -1.9497 -3.4022 -0.3214
H: -2.5029 -2.5128 -0.7008
H: -1.8009 -3.2548 0.7715
H: -2.5857 -4.2900 -0.4974
Fe: -1.2640 1.2302 1.1983
C: -3.7076 1.3568 0.6989
C: -3.0659 2.5785 0.3094
C: -2.1590 2.2762 -0.7640
H: -3.3242 3.5776 0.6460
C: -2.2608 0.8763 -1.0450
C: -3.1972 0.3067 -0.1220
H: -3.5430 -0.7239 -0.1400
H: -4.5144 1.2704 1.4206
H: -1.6019 2.9934 -1.3583
H: -1.8557 0.3957 -1.9278
C: -1.6622 0.7366 3.3979
C: -2.1598 -0.4254 2.7142
C: -1.0424 -1.1024 2.1475
H: -3.1926 -0.7731 2.7240
C: 0.1223 -0.3108 2.3462
C: -0.2296 0.7620 3.2237
H: 0.4590 1.3992 3.7607
H: -2.2447 1.4307 3.9953
H: -1.0110 -2.1081 1.7707
H: 1.0932 -0.5064 1.9042
O: 2.7219 -0.8487 -1.1562
C: 3.2391 -1.7852 -2.1290
C: 4.5082 -1.2085 -2.8792
H: 2.4429 -1.9022 -2.9027
H: 3.3834 -2.8139 -1.7471
C: 4.5236 0.2890 -2.4407
H: 4.4205 -1.2837 -3.9838
H: 5.4517 -1.7062 -2.5770
C: 3.3184 0.4176 -1.4991
H: 4.3720 0.9631 -3.2808
H: 5.4212 0.6273 -1.9117
H: 2.4424 0.9140 -1.9342
H: 3.5210 0.9606 -0.5545
C: -0.9260 4.1111 2.9207
C: -0.1928 3.7936 1.6422
C: 1.1831 4.4163 1.7048
O: 0.0177 2.4355 1.3515
H: -0.4640 3.5898 3.7674
H: -1.9799 3.8414 2.8542
H: -0.8730 5.1973 3.0555
H: -0.7732 4.2046 0.8011
H: 1.8191 3.8237 2.3675
H: 1.6898 4.4497 0.7378
H: 1.1523 5.4321 2.1083

Entry 4:
C4H12 | ωB97M-V/def2-TZVPD

Summary:
Relative energy (zero: lowest compared OMol25 entry of this formula, charge and spin), eV: 0.8463
Spin multiplicity: 2
HOMO (alpha / beta), eV: -14.98 / -14.94
Charge: +1

Element x y z (Å)
C: -0.0296 -0.2093 1.6904
C: -0.9361 -0.5086 2.8389
H: 1.0252 0.0732 1.9424
H: 0.0569 -0.9484 0.8928
H: -0.3124 0.7238 1.1676
H: -1.8197 -1.0469 2.4843
H: -1.2484 0.4179 3.3167
H: -0.4384 -1.1208 3.6046
C: 1.0358 0.6753 -2.0752
C: -0.1721 -0.1060 -2.3971
H: 1.4570 0.4766 -1.0882
H: 1.9619 0.6752 -2.7136
H: 0.9395 1.7958 -2.1552
H: -0.8616 0.4794 -3.0081
H: 0.1034 -1.0131 -2.9927
H: -0.7613 -0.3640 -1.5076

Entry 5:
C4H5NO3S | ωB97M-V/def2-TZVPD

Summary:
Relative energy (zero: lowest compared OMol25 entry of this formula, charge and spin), eV: 2.3454
Spin multiplicity: 1
HOMO (alpha / beta), eV: -9.45 / -9.45

Element x y z (Å)
C: 1.1665 0.1058 0.8237
C: 2.5869 0.0300 0.7380
C: -1.0368 0.6177 -0.0409
C: -2.8896 -0.5513 -0.9941
N: 0.3499 0.4449 -0.1111
O: -1.5663 1.6072 0.4600
O: 4.9809 0.3085 0.2660
O: -1.5333 -0.4845 -0.6095
S: 3.7424 0.4344 -0.4477
H: 0.8878 -0.3687 1.8474
H: 2.9661 -0.5092 1.6139
H: -3.3505 -1.4600 -0.7012
H: -2.8758 -0.5043 -2.1097
H: -3.4282 0.3294 -0.7349

Entry 6:
C10H32ClO10 | ωB97M-V/def2-TZVPD

Summary:
Relative energy (zero: lowest compared OMol25 entry of this formula, charge and spin), eV: 0.0000
Spin multiplicity: 1
HOMO, eV: -6.97
Charge: -1

Element x y z (Å)
Cl: 0.0189 0.3499 -0.6815
O: 0.0900 1.6899 -0.1493
O: 0.1148 -0.6486 0.3484
O: -1.2340 0.1894 -1.3636
O: 1.1416 0.1725 -1.5995
C: 5.1206 -1.5734 1.3623
C: 3.9211 -0.6982 1.0074
C: 4.3215 0.7643 0.8628
O: 3.4315 -1.1827 -0.2507
H: 4.9330 -2.5773 0.9770
H: 5.2017 -1.6471 2.4464
H: 6.0059 -1.2010 0.8506
H: 3.1169 -0.7312 1.7474
H: 4.8961 1.1306 1.7200
H: 3.4542 1.4299 0.8130
H: 4.9248 0.9098 -0.0351
H: 2.7832 -0.5114 -0.5243
C: -2.0904 3.3376 1.9927
C: -3.0715 2.7676 0.9645
C: -4.5016 2.7721 1.4773
O: -2.9735 3.5692 -0.2162
H: -2.2697 4.4060 2.1677
H: -1.0774 3.2188 1.6142
H: -2.2100 2.8890 2.9831
H: -2.7366 1.7641 0.7105
H: -4.8363 3.7828 1.7265
H: -4.6047 2.1255 2.3511
H: -5.1878 2.4090 0.7088
H: -3.0780 4.4863 0.0534
C: -3.2222 -1.4185 1.3242
O: -4.1457 -1.7111 2.3729
H: -3.5556 -0.6613 0.6198
H: -2.2915 -1.0417 1.7578
H: -3.0067 -2.3415 0.7864
H: -3.8337 -2.4800 2.8484
C: -2.7829 -2.9659 -1.9550
O: -4.1337 -3.3736 -2.0407
H: -2.7884 -1.9076 -1.7019
H: -2.1948 -3.4988 -1.1989
H: -2.2498 -3.0776 -2.9078
H: -4.2188 -4.3040 -2.2532
C: 3.3194 2.7018 -2.4556
O: 2.2811 3.1643 -1.6425
H: 3.6426 1.7182 -2.1040
H: 3.0452 2.6098 -3.5156
H: 4.2016 3.3519 -2.4978
H: 1.9000 2.4393 -1.1322
C: 1.1062 -3.6087 -1.7284
O: 0.9960 -3.4758 -0.3120
H: 1.7996 -4.4279 -1.9188
H: 0.1400 -3.8886 -2.1567
H: 1.4601 -2.6639 -2.1374
H: 0.9276 -2.5323 -0.1154

Entry 7:
C5H6O3 | ωB97M-V/def2-TZVPD

Summary:
Relative energy (zero: lowest compared OMol25 entry of this formula, charge and spin), eV: 0.9188
Spin multiplicity: 1
HOMO, eV: -10.26

Element x y z (Å)
C: -0.7969 1.3181 -0.0576
C: -0.9869 -0.1425 0.0110
C: -0.0267 -1.0584 -0.7530
O: 1.1447 -0.4880 -1.0708
C: 1.8381 -0.0725 0.0149
O: 2.8697 0.4833 -0.0165
O: 1.1335 -0.3660 1.1254
C: -0.0725 -1.0108 0.7832
H: -1.3111 1.9094 0.7011
H: -1.2708 1.6849 -1.0201
H: 0.2082 1.7547 0.0425
H: -2.0453 -0.4798 0.1518
H: -0.3199 -1.8066 -1.4338
H: -0.3640 -1.7259 1.5220

Entry 8:
C3H10BNO | ωB97M-V/def2-TZVPD

Summary:
Relative energy (zero: lowest compared OMol25 entry of this formula, charge and spin), eV: 4.9878
Spin multiplicity: 1
HOMO (alpha / beta), eV: -8.40 / -7.37

Element x y z (Å)
B: 0.1565 -0.6952 -0.2865
C: 1.3623 0.6672 -2.8283
C: -0.9314 1.2368 0.8757
C: -0.4931 -0.7960 2.0689
N: -0.3646 -0.0428 0.8098
O: 0.4804 -2.0025 -0.2125
H: 2.1085 1.0867 -2.3351
H: 0.4926 1.3310 -2.9747
H: 1.2710 -0.1276 -3.5029
H: -1.9532 0.9791 1.1909
H: -0.3866 2.1342 1.4377
H: -1.1032 1.5562 -0.1594
H: -1.4284 -0.8007 2.6820
H: -0.1885 -1.7866 1.7015
H: 0.3279 -0.3845 2.6987
H: 0.6497 -2.3553 -1.1660

- What is the formula in the eighth record?
  C3H10BNO

- Number 8 is which compound?
  C3H10BNO